This record from the Open Molecules 2025 dataset describes a cluster of 2 separate species, C3H12N2S in total. The level of theory is wB97M-V/def2-TZVPD.

Atoms and positions in Å:
C 2.69 1.54 1.07
S 2.50 3.23 1.62
C 2.09 4.39 0.12
H 3.13 1.39 -0.05
H 1.74 1.06 1.22
H 3.49 0.99 1.53
H 2.15 5.39 0.60
H 2.89 4.06 -0.59
H 1.14 4.12 -0.37
N -2.95 -4.04 -0.66
C -2.68 -2.62 -0.76
N -1.49 -2.12 -0.03
H -3.62 -4.50 -1.37
H -2.98 -4.45 0.33
H -2.58 -2.37 -1.80
H -3.64 -2.07 -0.37
H -0.76 -2.76 -0.11
H -1.12 -1.23 -0.39

2S+1 = 1
Total energy = -17119.20146 eV
HOMO = -8.467 eV
Structure (SMILES) = CSC.NCN
Molar mass = 108.2 Da

---

This record from the Open Molecules 2025 dataset describes the ion C3H12N3 with charge +1. The level of theory is wB97M-V/def2-TZVPD.

Atoms and positions in Å:
C 0.51 0.37 -1.56
C 0.07 0.00 -0.20
C 1.21 0.07 0.86
N -0.33 -1.58 -0.36
N -1.08 0.63 0.15
N -0.97 1.15 1.47
H -0.30 -0.01 -2.31
H 1.49 -0.27 -1.84
H 0.64 1.47 -1.61
H 1.74 0.97 0.95
H 1.97 -0.62 0.58
H 0.82 -0.11 1.86
H 0.43 -2.22 -0.43
H -0.95 -1.75 -1.14
H -1.08 -1.81 0.41
H -1.77 0.85 -0.53
H -1.68 0.79 2.12
H -0.71 2.08 1.58

2S+1 = 1
Total energy = -7767.63277 eV
HOMO = -13.775 eV
Structure (SMILES) = CC(C)([NH3+])NN
Total charge = +1
Molar mass = 90.1 Da

---

This record from the Open Molecules 2025 dataset describes a cluster of 2 separate species, C3H12N3O in total. The level of theory is wB97M-V/def2-TZVPD.

Atoms and positions in Å:
N 0.56 -2.19 -2.66
C 1.33 -1.28 -1.75
O 0.63 -0.70 -0.78
H 0.02 -2.78 -2.04
H -0.14 -1.60 -3.11
H 2.16 -1.92 -1.37
H 1.80 -0.54 -2.45
N 0.38 2.60 1.60
C -0.60 1.71 0.95
C -0.81 0.44 1.77
N -1.55 -0.52 0.95
H 0.28 3.55 1.28
H 1.31 2.30 1.37
H -0.28 1.39 -0.04
H -1.55 2.24 0.86
H 0.20 0.05 2.02
H -1.36 0.66 2.68
H -0.88 -0.79 0.21
H -1.71 -1.36 1.51

2S+1 = 1
Total energy = -9823.46290 eV
HOMO = -3.062 eV
Total charge = -1
Molar mass = 106.1 Da

---

This record from the Open Molecules 2025 dataset describes a cluster of 2 separate species, C3H12N3O in total. The level of theory is wB97M-V/def2-TZVPD.

Atoms and positions in Å:
C -0.13 -2.23 1.02
C 0.19 2.79 -1.56
C 0.37 -0.97 0.37
N 0.27 2.41 -0.28
N 0.51 -1.19 -1.00
N -0.57 0.10 0.65
O 0.19 4.01 -2.03
H -1.13 -2.37 0.57
H 0.68 -3.06 0.78
H -0.19 -2.12 2.07
H 1.31 -0.60 0.74
H -0.29 1.00 0.13
H 0.23 3.21 0.26
H 0.00 -2.01 -1.20
H 1.49 -1.07 -1.41
H -0.43 0.31 1.63
H 0.40 1.98 -2.30
H -1.50 -0.30 0.36
H -0.07 4.61 -1.36

2S+1 = 1
Total energy = -9816.37458 eV
HOMO = -13.965 eV
Total charge = +1
Molar mass = 106.1 Da

---

This record from the Open Molecules 2025 dataset describes a cluster of 2 separate species, C3H12N3O in total. The level of theory is wB97M-V/def2-TZVPD.

Atoms and positions in Å:
C -1.96 -2.54 -0.60
C -0.28 -0.79 -0.50
N 1.15 -0.71 -0.41
N -0.74 -1.94 -1.00
N -0.95 0.16 0.03
H 1.75 -1.11 -1.18
H 1.37 0.21 -0.21
H -0.27 -2.55 -1.63
H -2.07 0.23 0.11
H -0.54 0.84 0.60
H -2.40 -1.88 0.22
H -1.54 -3.41 -0.06
H -2.55 -2.74 -1.49
C 1.56 2.84 1.38
O 1.15 1.89 0.40
H 1.19 2.22 -0.46
H 0.64 3.10 1.83
H 1.99 3.76 1.01
H 2.49 2.42 1.96

2S+1 = 1
Total energy = -9816.18279 eV
HOMO = -14.306 eV
Total charge = +1
Molar mass = 106.1 Da

---

This record from the Open Molecules 2025 dataset describes a cluster of 2 separate species, C3H12N3O in total. The level of theory is wB97M-V/def2-TZVPD.

Atoms and positions in Å:
C 1.94 0.14 2.57
O 1.33 1.00 1.60
H 2.04 1.43 1.14
H 2.47 0.86 3.17
H 2.54 -0.43 1.81
H 1.17 -0.47 2.88
C 0.85 0.08 -1.40
C -1.50 -0.35 -0.87
N -1.63 0.82 -0.21
N -0.34 -0.76 -1.33
N -2.56 -1.27 -0.82
H -0.94 0.96 0.40
H -2.26 1.59 -0.46
H -0.33 -1.53 -2.18
H -2.75 -2.00 -1.58
H -3.59 -0.91 -0.41
H 1.73 -0.38 -0.96
H 0.63 1.07 -0.93
H 1.21 0.15 -2.42

2S+1 = 1
Total energy = -9815.18040 eV
HOMO = -13.437 eV
Total charge = +1
Molar mass = 106.1 Da

---

In the order shown, the computed LUMO values come out to 0.86; -3.36; 4.19; -2.83; -2.89; -3.46 eV.